(1)
16
Properties=species:S:1:pos:R:3:nbo_charge:R:1 method="wB97M-V/def2-TZVPD" smiles="NP(N)(=O)n1cccn1" max_force_ha_per_bohr=0.088 lumo_energy_ev=0.6656 total_energy_ha=-754.1733 homo_energy_ev=-9.27
N -1.99 -0.92 -1.21 -1.17
P -1.33 0.08 -0.02 2.31
N -1.60 -0.57 1.53 -1.18
O -1.84 1.43 -0.15 -1.09
N 0.47 0.13 -0.07 -0.47
C 1.00 1.33 0.17 -0.03
C 2.40 1.08 0.09 -0.34
C 2.50 -0.30 -0.06 -0.05
N 1.31 -0.92 -0.27 -0.29
H -1.75 -1.88 -1.20 0.39
H -1.97 -0.74 -2.15 0.41
H -2.52 -0.28 1.93 0.42
H -1.58 -1.67 1.48 0.40
H 0.31 2.24 0.11 0.27
H 3.15 1.74 0.11 0.22
H 3.45 -0.75 -0.31 0.20

***

(2)
24
Properties=species:S:1:pos:R:3:nbo_charge:R:1 method="wB97M-V/def2-TZVPD" s_squared=0.753 total_charge=+2 max_force_ha_per_bohr=0.133 multiplicity=2 lumo_energy_ev="-9.8970 / -9.8983" total_energy_ha=-982.2063 homo_energy_ev="-15.39 / -15.39"
O -0.59 -2.55 0.94 -0.84
C -0.45 -3.02 -0.24 1.00
O -1.37 -2.86 -1.08 -0.72
Bi -2.37 -1.67 0.25 2.21
O 0.68 -3.62 -0.51 -0.40
C 0.97 -3.98 -1.88 -0.18
C 1.32 -2.80 -2.71 -0.30
H 0.13 -4.54 -2.30 0.23
H 1.82 -4.67 -1.78 0.26
H 1.09 -2.81 -3.77 0.23
H 2.00 -2.05 -2.31 0.20
C -0.33 4.22 1.42 -0.08
C 0.06 2.94 0.71 -0.10
O -1.12 2.15 0.61 -0.44
C -1.06 0.87 0.94 1.03
O -0.06 0.41 1.51 -0.79
O -2.07 0.21 0.54 -0.84
O 0.83 5.02 1.52 -0.71
Li 0.44 -1.32 1.93 0.96
H -0.73 3.97 2.42 0.17
H -1.12 4.73 0.85 0.18
H 0.86 2.39 1.24 0.21
H 0.62 5.83 1.99 0.49
H 0.45 3.17 -0.30 0.22

***

(3)
54
Properties=species:S:1:pos:R:3:nbo_charge:R:1 method="wB97M-V/def2-TZVPD" smiles=CCOc1ccc(CN2CCC[C@@](CO)(Cc3ccccc3F)C2)cc1 max_force_ha_per_bohr=0.010 lumo_energy_ev=0.7794 total_energy_ha=-1160.2171 homo_energy_ev=-8.17
C 1.79 0.30 -6.86 -0.64
C 0.39 0.28 -6.27 -0.06
O 0.22 -0.74 -5.31 -0.49
C 0.75 -0.59 -4.06 0.29
C 1.36 0.55 -3.57 -0.27
C 1.84 0.58 -2.27 -0.20
C 1.73 -0.53 -1.44 -0.07
C 2.26 -0.51 -0.03 -0.21
N 1.28 -1.01 0.92 -0.45
C 1.84 -1.19 2.24 -0.21
C 0.83 -1.91 3.14 -0.40
C -0.48 -1.13 3.19 -0.40
C -1.01 -0.83 1.78 -0.05
C -1.42 -2.15 1.09 -0.07
O -2.07 -1.98 -0.14 -0.71
C -2.25 0.09 1.86 -0.43
C -2.04 1.37 2.62 -0.09
C -1.55 2.52 2.00 -0.19
C -1.34 3.68 2.71 -0.23
C -1.62 3.73 4.07 -0.20
C -2.13 2.61 4.71 -0.28
C -2.33 1.46 3.97 0.40
F -2.84 0.38 4.61 -0.33
C 0.10 -0.17 0.96 -0.25
C 1.11 -1.67 -1.93 -0.17
C 0.63 -1.70 -3.22 -0.24
H 2.53 0.51 -6.09 0.21
H 1.85 1.07 -7.63 0.21
H 2.02 -0.66 -7.31 0.21
H -0.34 0.04 -7.05 0.19
H 0.12 1.26 -5.85 0.17
H 1.47 1.44 -4.18 0.21
H 2.31 1.48 -1.90 0.21
H 3.14 -1.16 0.03 0.20
H 2.59 0.52 0.23 0.16
H 2.75 -1.78 2.16 0.20
H 2.10 -0.22 2.70 0.16
H 0.66 -2.91 2.75 0.20
H 1.25 -2.00 4.14 0.21
H -1.22 -1.67 3.77 0.22
H -0.29 -0.18 3.70 0.21
H -2.05 -2.74 1.77 0.16
H -0.52 -2.71 0.85 0.20
H -2.94 -1.59 0.01 0.46
H -2.55 0.35 0.83 0.22
H -3.06 -0.47 2.33 0.22
H -1.35 2.49 0.94 0.22
H -0.96 4.56 2.21 0.22
H -1.45 4.64 4.63 0.22
H -2.37 2.62 5.76 0.23
H -0.25 -0.03 -0.06 0.23
H 0.35 0.82 1.40 0.17
H 1.01 -2.53 -1.29 0.22
H 0.14 -2.58 -3.61 0.22

***

(4)
86
Properties=species:S:1:pos:R:3:mulliken_charge:R:1 method="wB97M-V/def2-TZVPD" smiles=C#CCc1cnc2ccccc2n1.C1CCOC1.C1CCOC1.C1CCOC1.C1CCOC1.C1CCOC1 max_force_ha_per_bohr=0.019 lumo_energy_ev=-0.1362 total_energy_ha=-1695.5888 homo_energy_ev=-9.05
C 3.43 0.52 -1.16 -0.12
C 2.93 1.61 -1.14 -0.42
C 2.22 2.88 -1.14 -0.61
C 0.77 2.55 -0.94 0.59
C 0.23 2.53 0.35 -0.50
N -1.00 2.16 0.61 -0.68
C -1.73 1.79 -0.49 0.60
C -3.04 1.32 -0.32 -0.53
C -3.79 0.94 -1.38 -0.41
C -3.26 1.02 -2.67 -0.67
C -2.00 1.46 -2.85 -0.32
C -1.20 1.85 -1.77 0.28
N 0.08 2.24 -2.00 -0.53
H 3.55 -0.52 -1.12 0.47
H 2.37 3.35 -2.10 0.30
H 2.61 3.50 -0.35 0.39
H 0.86 2.82 1.18 0.41
H -3.45 1.23 0.67 0.49
H -4.79 0.58 -1.25 0.43
H -3.84 0.74 -3.53 0.42
H -1.57 1.50 -3.84 0.48
C -4.13 -3.68 0.57 -0.58
C -5.14 -3.57 -0.57 -0.61
C -5.92 -2.33 -0.16 0.20
O -5.00 -1.48 0.54 -0.45
C -3.81 -2.22 0.85 0.29
H -3.24 -4.26 0.31 0.29
H -4.60 -4.14 1.44 0.29
H -4.62 -3.40 -1.51 0.29
H -5.78 -4.44 -0.68 0.34
H -6.75 -2.58 0.50 -0.15
H -6.33 -1.78 -1.02 0.18
H -3.01 -1.87 0.20 -0.41
H -3.53 -2.04 1.88 0.32
C 8.45 1.27 -0.68 -0.59
C 7.40 1.28 -1.80 -0.53
C 6.57 2.50 -1.43 -0.05
O 7.46 3.42 -0.79 -0.44
C 8.70 2.76 -0.48 -0.21
H 9.35 0.72 -0.93 0.38
H 8.02 0.84 0.23 0.25
H 7.89 1.43 -2.76 0.29
H 6.81 0.37 -1.85 0.29
H 5.78 2.24 -0.73 -0.01
H 6.13 2.99 -2.30 0.25
H 9.47 3.13 -1.16 0.28
H 8.99 3.00 0.54 0.08
C 6.86 3.97 4.50 -0.56
C 8.00 3.46 5.38 -0.56
C 8.82 2.65 4.39 -0.46
O 8.65 3.28 3.12 -0.36
C 7.59 4.24 3.19 -0.33
H 6.37 4.86 4.89 0.35
H 6.11 3.19 4.36 0.27
H 8.58 4.29 5.76 0.26
H 7.66 2.86 6.23 0.34
H 8.45 1.62 4.31 0.27
H 9.88 2.62 4.64 0.27
H 8.02 5.24 3.17 0.27
H 6.95 4.12 2.31 0.21
C 0.81 -3.23 -2.10 -0.70
C 0.57 -1.72 -2.12 0.31
C -0.67 -1.60 -1.23 -0.19
O -0.59 -2.67 -0.27 -0.45
C 0.43 -3.59 -0.68 -0.53
H 1.84 -3.51 -2.35 0.38
H 0.14 -3.72 -2.81 0.29
H 1.41 -1.20 -1.66 -0.47
H 0.42 -1.31 -3.12 0.48
H -1.59 -1.72 -1.82 0.05
H -0.72 -0.65 -0.70 0.17
H 1.29 -3.48 0.00 0.28
H 0.05 -4.61 -0.59 0.31
C -10.84 -2.42 0.81 -0.58
C -11.12 -2.75 -0.66 -0.54
C -9.71 -2.99 -1.19 -0.44
O -8.95 -3.51 -0.10 -0.34
C -9.68 -3.36 1.12 -0.34
H -11.69 -2.57 1.46 0.35
H -10.52 -1.38 0.91 0.26
H -11.71 -3.66 -0.73 0.25
H -11.64 -1.96 -1.19 0.33
H -9.25 -2.05 -1.52 0.26
H -9.68 -3.69 -2.02 0.29
H -10.04 -4.34 1.44 0.27
H -9.01 -2.97 1.89 0.27

***

(5)
14
Properties=species:S:1:pos:R:3:nbo_charge:R:1 method="wB97M-V/def2-TZVPD" smiles=CO[C@@H]1CCO1 max_force_ha_per_bohr=0.045 lumo_energy_ev=0.9839 total_energy_ha=-307.5579 homo_energy_ev=-9.57
C 1.19 1.40 -0.02 -0.26
O -0.45 1.47 -0.50 -0.57
C -0.78 0.17 -0.76 0.39
C -1.24 -0.69 0.45 -0.49
C 0.15 -1.32 0.32 -0.07
O 0.48 -0.51 -0.81 -0.53
H 1.58 1.93 -0.87 0.20
H 1.94 0.60 0.24 0.20
H 0.97 1.96 0.87 0.19
H -1.33 0.00 -1.70 0.16
H -1.42 -0.10 1.35 0.22
H -2.08 -1.37 0.26 0.21
H 0.83 -1.19 1.18 0.17
H 0.18 -2.36 -0.01 0.18

***

(6)
9
Properties=species:S:1:pos:R:3:nbo_charge:R:1 method="wB97M-V/def2-TZVPD" smiles=Oc1ncco1 max_force_ha_per_bohr=0.032 lumo_energy_ev=0.5929 total_energy_ha=-321.3344 homo_energy_ev=-8.98
O -2.22 -0.19 -0.02 -0.64
C -0.88 -0.19 -0.02 0.74
N -0.13 -1.23 -0.06 -0.51
C 1.17 -0.72 0.00 -0.10
C 1.09 0.65 -0.04 0.02
O -0.24 0.99 -0.03 -0.44
H -2.55 0.71 0.09 0.50
H 1.96 -1.46 0.10 0.23
H 1.79 1.46 -0.02 0.21

***

(7)
17
Properties=species:S:1:pos:R:3:nbo_charge:R:1 method="wB97M-V/def2-TZVPD" s_squared=0.753 max_force_ha_per_bohr=0.047 multiplicity=2 lumo_energy_ev="1.1041 / 1.0440" total_energy_ha=-268.4248 homo_energy_ev="-4.63 / -8.76"
C 2.01 -0.57 -0.34 -0.62
C 0.67 -0.46 -1.07 -0.41
C -0.47 -1.03 -0.19 -0.22
N -1.58 1.86 0.10 -0.86
C -1.43 0.98 1.14 0.04
N -0.87 -0.27 1.02 -0.64
H 2.36 -1.61 -0.25 0.20
H 1.96 -0.22 0.70 0.21
H 2.68 0.10 -0.88 0.21
H 0.51 0.58 -1.34 0.19
H 0.64 -1.13 -1.93 0.20
H -1.36 -1.37 -0.74 0.18
H 0.00 -1.93 0.25 0.19
H -1.79 2.79 0.42 0.39
H -1.37 1.73 -0.87 0.39
H -1.15 1.39 2.13 0.15
H -0.85 -0.85 1.84 0.39

***

(8)
119
Properties=species:S:1:pos:R:3:lowdin_spin:R:1 method="wB97M-V/def2-TZVPD" s_squared=0.754 max_force_ha_per_bohr=0.097 multiplicity=2 lumo_energy_ev="-1.6722 / -1.6722" total_energy_ha=-4095.9218 homo_energy_ev="-8.63 / -9.67"
C -1.85 -0.95 3.92 0.00
C -3.02 -0.02 3.28 0.00
O -2.74 0.07 1.88 0.00
C -3.63 0.90 1.12 0.00
C -3.09 0.83 -0.40 0.00
C -1.53 0.69 -0.58 0.00
C -0.67 2.03 -0.51 0.00
F -1.62 3.11 -0.55 0.00
F 0.08 2.22 -1.70 0.00
C 0.16 2.26 0.82 0.00
F -0.63 2.10 1.98 0.00
F 0.45 3.66 0.82 0.00
C 1.60 1.58 0.92 0.00
F 2.18 2.24 2.05 0.00
F 2.43 2.02 -0.13 0.00
C 1.68 0.04 1.27 0.00
F 0.57 -0.46 1.97 0.00
F 2.73 -0.10 2.21 0.00
S 2.07 -1.17 -0.10 0.00
F 3.58 -0.57 -0.38 0.00
F 2.78 -2.18 1.05 0.00
F 0.65 -2.02 0.21 0.00
F 1.34 -0.31 -1.28 0.00
F 2.40 -2.34 -1.24 0.00
C -3.87 2.38 1.66 0.02
C -5.07 3.20 0.98 0.02
C -5.40 4.38 2.05 0.00
C -4.61 4.04 -0.33 0.01
N -6.34 2.47 0.81 0.35
O -7.21 2.65 1.76 0.55
C -6.23 1.06 0.36 0.02
C -6.29 0.87 -1.25 0.01
C -7.61 0.35 0.85 0.00
C -5.08 0.19 1.07 0.02
H -0.92 -0.31 4.05 0.00
H -1.68 -1.88 3.29 0.00
H -2.23 -1.23 4.96 0.00
H -3.99 -0.54 3.56 0.00
H -2.97 0.95 3.86 0.00
H -3.54 -0.14 -0.81 0.00
H -3.55 1.64 -1.07 0.00
H -1.38 0.30 -1.66 0.00
H -1.02 -0.09 0.07 0.00
H -2.94 3.04 1.55 0.00
H -4.10 2.41 2.79 0.00
H -4.46 5.05 2.04 0.00
H -5.49 3.99 3.11 0.00
H -6.26 5.03 1.72 0.00
H -4.69 3.45 -1.29 0.00
H -5.40 4.87 -0.41 0.00
H -3.63 4.58 -0.18 0.00
H -5.57 1.56 -1.80 0.00
H -6.03 -0.21 -1.48 0.00
H -7.34 1.09 -1.66 0.00
H -7.60 -0.67 0.32 0.00
H -8.53 0.89 0.46 0.00
H -7.62 0.13 1.96 0.00
H -5.05 -0.82 0.52 0.00
H -5.49 -0.06 2.11 0.00
C 4.74 -2.54 -3.92 0.00
C 3.55 -3.43 -4.18 0.00
O 3.50 -3.84 -5.56 0.00
C 4.36 -4.81 -5.90 0.00
O 5.13 -5.37 -5.17 0.00
O 4.22 -5.05 -7.22 0.00
C 5.15 -6.00 -7.74 0.00
H 4.76 -1.70 -4.61 0.00
H 4.72 -2.16 -2.89 0.00
H 5.68 -3.08 -4.06 0.00
H 2.63 -2.87 -3.99 0.00
H 3.53 -4.30 -3.52 0.00
H 5.13 -6.93 -7.17 0.00
H 6.16 -5.57 -7.74 0.00
H 4.87 -6.22 -8.77 0.00
C 1.20 4.90 3.38 0.00
C 0.42 5.99 4.09 0.00
O -0.30 5.47 5.22 0.00
C 0.43 5.22 6.31 0.00
O 1.62 5.41 6.43 0.00
O -0.38 4.70 7.24 0.00
C 0.30 4.30 8.43 0.00
H 0.54 4.08 3.11 0.00
H 1.67 5.29 2.48 0.00
H 1.98 4.49 4.03 0.00
H -0.33 6.41 3.41 0.00
H 1.07 6.82 4.40 0.00
H 0.90 5.11 8.84 0.00
H 0.92 3.42 8.22 0.00
H -0.46 4.02 9.17 0.00
C 3.86 -5.30 2.94 0.00
C 3.06 -4.24 3.67 0.00
O 2.34 -4.80 4.77 0.00
C 3.07 -5.08 5.86 0.00
O 4.26 -4.88 5.99 0.00
O 2.26 -5.63 6.78 0.00
C 2.94 -6.07 7.96 0.00
H 3.20 -6.13 2.64 0.00
H 4.33 -4.88 2.05 0.00
H 4.64 -5.73 3.57 0.00
H 2.32 -3.81 3.00 0.00
H 3.70 -3.42 4.01 0.00
H 3.53 -5.26 8.39 0.00
H 3.57 -6.93 7.73 0.00
H 2.18 -6.37 8.68 0.00
C 2.42 -2.17 -9.81 0.00
C 2.87 -1.85 -8.39 0.00
O 3.37 -0.51 -8.30 0.00
C 2.45 0.46 -8.28 0.00
O 1.25 0.30 -8.32 0.00
O 3.08 1.64 -8.24 0.00
C 2.21 2.76 -8.32 0.00
H 3.23 -1.98 -10.51 0.00
H 2.13 -3.22 -9.89 0.00
H 1.58 -1.55 -10.11 0.00
H 3.68 -2.51 -8.11 0.00
H 2.06 -2.01 -7.67 0.00
H 1.42 2.71 -7.56 0.00
H 1.78 2.83 -9.32 0.00
H 2.80 3.66 -8.14 0.00

***

(9)
12
Properties=species:S:1:pos:R:3:nbo_charge:R:1 method="wB97M-V/def2-TZVPD" max_force_ha_per_bohr=0.102 lumo_energy_ev=0.2007 total_energy_ha=-761.8398 homo_energy_ev=-9.08
O -1.45 1.57 0.00 -0.62
N -0.03 1.12 -0.29 -0.34
C 0.24 -0.19 0.20 0.34
C -1.08 -0.92 0.32 0.00
F -1.73 -0.99 -0.85 -0.33
N 1.41 -0.68 0.26 -0.57
S 2.87 0.19 -0.30 0.11
H -2.08 1.39 -0.82 0.48
H 0.43 2.00 0.36 0.39
H -1.67 -0.60 1.24 0.19
H -0.77 -1.90 0.64 0.18
H 3.86 -1.01 -0.76 0.16

***

(10)
28
Properties=species:S:1:pos:R:3:nbo_charge:R:1 method="wB97M-V/def2-TZVPD" total_charge=+1 max_force_ha_per_bohr=0.122 lumo_energy_ev="-3.0765 / -3.0762" total_energy_ha=-462.2700 homo_energy_ev="-12.27 / -12.27"
C -2.58 0.11 -0.68 -0.44
C -3.14 0.36 0.77 -0.19
C 2.07 -1.40 -0.56 -0.40
C 1.33 -1.46 0.79 -0.45
C 1.97 1.09 -0.54 -0.26
C -1.01 -0.14 1.43 -0.49
C 1.41 -0.18 -1.26 -0.06
C 0.41 -0.29 0.58 0.32
C -1.12 0.56 -1.14 -0.21
N 0.04 -0.29 -0.77 -0.46
N 1.25 1.02 0.76 -0.57
H -2.63 -0.96 -0.88 0.23
H -3.22 0.60 -1.41 0.22
H -3.73 -0.42 1.19 0.22
H 3.14 -1.26 -0.43 0.22
H 1.92 -2.31 -1.14 0.25
H 0.74 -2.37 0.89 0.26
H 1.96 -1.36 1.67 0.22
H 3.04 1.05 -0.40 0.24
H 1.71 2.00 -1.08 0.23
H -0.93 0.61 2.21 0.19
H -1.29 -1.10 1.84 0.22
H 1.53 -0.16 -2.34 0.25
H -0.96 1.60 -0.81 0.16
H -1.12 0.55 -2.23 0.23
H -3.28 1.38 1.07 0.20
H 0.61 1.80 0.89 0.44
H 1.87 0.96 1.58 0.44

***

(11)
76
Properties=species:S:1:pos:R:3:mulliken_charge:R:1 method="wB97M-V/def2-TZVPD" total_charge=+3 max_force_ha_per_bohr=0.018 lumo_energy_ev="-11.0686 / -11.0292" total_energy_ha=-3417.4000 homo_energy_ev="-16.16 / -16.16"
W -0.51 -0.25 -0.07 0.52
C 3.47 1.22 0.67 -1.61
C 3.47 0.20 -0.48 0.41
C 4.84 -0.45 -0.70 -1.37
P 2.06 -0.99 -0.25 1.06
C 2.44 -2.40 -1.37 0.42
C 2.32 -1.97 -2.83 -1.31
C 1.64 -3.66 -1.03 -1.34
C 2.27 -1.69 1.42 -0.76
C 3.43 -2.09 2.06 -0.15
C 3.40 -2.61 3.36 0.31
C 4.65 -3.04 4.06 -1.65
C 2.16 -2.70 4.01 -1.28
C 0.99 -2.31 3.39 -0.35
C 1.07 -1.81 2.10 1.05
N -0.05 -1.34 1.39 1.23
C -1.38 -1.27 1.90 -0.08
C -2.17 -2.44 2.05 0.23
C -1.69 -3.78 1.57 -1.33
C -3.36 -2.31 2.75 -0.74
C -3.76 -1.10 3.32 0.48
C -5.04 -1.02 4.10 -1.53
C -2.97 0.04 3.15 -0.82
C -1.77 -0.03 2.47 0.70
C -0.84 1.15 2.39 -1.39
H 4.11 2.06 0.41 0.49
H 3.85 0.78 1.58 0.36
H 2.47 1.61 0.88 0.28
H 3.27 0.73 -1.41 0.62
H 5.11 -1.19 0.05 0.23
H 5.59 0.34 -0.65 0.46
H 4.92 -0.91 -1.68 0.40
H 3.49 -2.61 -1.16 0.75
H 1.31 -1.61 -3.08 0.14
H 2.53 -2.81 -3.49 0.50
H 3.02 -1.17 -3.08 0.29
H 0.56 -3.49 -1.09 0.09
H 1.88 -4.03 -0.04 0.27
H 1.88 -4.44 -1.75 0.56
H 4.40 -2.03 1.58 0.06
H 5.53 -2.88 3.44 0.36
H 4.60 -4.10 4.31 0.39
H 4.78 -2.50 5.00 0.39
H 2.12 -3.09 5.02 0.46
H 0.04 -2.39 3.90 0.63
H -0.83 -3.71 0.91 -0.12
H -2.49 -4.32 1.07 0.56
H -1.40 -4.39 2.43 0.42
H -3.97 -3.19 2.90 0.63
H -5.27 -1.97 4.57 0.43
H -5.87 -0.78 3.42 0.30
H -5.00 -0.24 4.85 0.41
H -3.27 0.98 3.61 0.52
H -1.39 2.09 2.42 0.54
H -0.19 1.19 1.48 0.11
H -0.12 1.14 3.20 0.44
N -4.49 1.44 -0.63 0.19
C -3.74 0.58 0.05 -0.73
N -2.47 0.76 -0.31 0.24
C -2.54 1.75 -1.24 0.39
N -3.74 2.20 -1.46 -0.69
C -1.31 2.17 -1.89 0.36
C -1.25 3.22 -2.80 -0.68
N -0.11 3.58 -3.37 -0.47
C 0.97 2.88 -3.05 -0.50
C 0.92 1.82 -2.15 -0.14
N -0.21 1.45 -1.56 0.09
H -5.49 1.59 -0.58 0.25
H -4.12 -0.12 0.77 0.65
H -2.15 3.77 -3.05 0.52
H 1.91 3.17 -3.51 0.44
H 1.80 1.25 -1.93 0.05
S -2.93 -2.40 -1.46 0.23
S -3.41 -3.52 -3.07 0.25
S -2.15 -3.44 -4.42 0.11
S -1.14 -1.57 -1.95 -0.26

***

(12)
20
Properties=species:S:1:pos:R:3:nbo_charge:R:1 method="wB97M-V/def2-TZVPD" max_force_ha_per_bohr=0.020 lumo_energy_ev=-1.1378 total_energy_ha=-382.2797 homo_energy_ev=-6.03
C -0.11 -1.68 1.39 -0.10
C -0.43 -2.48 0.37 -0.28
C 0.15 0.41 2.40 0.05
N 0.08 -0.28 1.34 -0.44
H -0.04 -2.08 2.40 0.19
H -0.58 -2.08 -0.62 0.27
H -0.48 -3.53 0.60 0.22
H 0.31 1.48 2.31 0.20
H 0.01 0.04 3.41 0.19
H 0.34 0.46 0.46 0.47
C -0.29 -0.10 -1.76 0.00
O -0.49 -0.65 -2.94 -0.88
C 0.10 1.38 -1.74 -0.26
N 0.46 1.79 -0.34 -0.85
H -1.18 -0.18 -1.06 0.05
H 0.58 -0.60 -1.22 0.04
H 0.95 1.42 -2.42 0.20
H -0.72 2.00 -2.11 0.19
H 1.42 2.08 -0.37 0.38
H -0.08 2.60 -0.09 0.38

***

Repeat the tenth record exactly.
28
Properties=species:S:1:pos:R:3:nbo_charge:R:1 method="wB97M-V/def2-TZVPD" total_charge=+1 max_force_ha_per_bohr=0.122 lumo_energy_ev="-3.0765 / -3.0762" total_energy_ha=-462.2700 homo_energy_ev="-12.27 / -12.27"
C -2.58 0.11 -0.68 -0.44
C -3.14 0.36 0.77 -0.19
C 2.07 -1.40 -0.56 -0.40
C 1.33 -1.46 0.79 -0.45
C 1.97 1.09 -0.54 -0.26
C -1.01 -0.14 1.43 -0.49
C 1.41 -0.18 -1.26 -0.06
C 0.41 -0.29 0.58 0.32
C -1.12 0.56 -1.14 -0.21
N 0.04 -0.29 -0.77 -0.46
N 1.25 1.02 0.76 -0.57
H -2.63 -0.96 -0.88 0.23
H -3.22 0.60 -1.41 0.22
H -3.73 -0.42 1.19 0.22
H 3.14 -1.26 -0.43 0.22
H 1.92 -2.31 -1.14 0.25
H 0.74 -2.37 0.89 0.26
H 1.96 -1.36 1.67 0.22
H 3.04 1.05 -0.40 0.24
H 1.71 2.00 -1.08 0.23
H -0.93 0.61 2.21 0.19
H -1.29 -1.10 1.84 0.22
H 1.53 -0.16 -2.34 0.25
H -0.96 1.60 -0.81 0.16
H -1.12 0.55 -2.23 0.23
H -3.28 1.38 1.07 0.20
H 0.61 1.80 0.89 0.44
H 1.87 0.96 1.58 0.44